{"formula": "C45H39N2O2P2PdSeSi", "method": "wB97M-V/def2-TZVPD", "homo_lumo_gap_ev": 6.068, "homo_ev": -3.6, "de_lowest_kcal_mol": 0.0, "charge": -1, "elements": ["Pd", "C", "Si", "C", "C", "C", "C", "C", "C", "P", "C", "C", "C", "C", "C", "C", "C", "C", "C", "C", "C", "C", "C", "C", "C", "C", "C", "C", "P", "C", "C", "C", "C", "C", "C", "C", "C", "C", "C", "C", "C", "H", "H", "H", "H", "H", "H", "H", "H", "H", "H", "H", "H", "H", "H", "H", "H", "H", "H", "H", "H", "H", "H", "H", "H", "H", "H", "H", "H", "H", "H", "H", "C", "N", "C", "Se", "N", "C", "C", "C", "C", "C", "C", "H", "H", "H", "H", "H", "H", "H", "H", "O", "O"], "positions_angstrom": [[0.2550, -0.0057, 0.1331], [1.0514, 3.4140, 0.9541], [0.1778, 2.2119, -0.1563], [-1.6315, 2.7151, -0.2411], [-1.9808, 4.0752, -0.1775], [-3.2922, 4.4939, -0.3280], [-4.2893, 3.5475, -0.5490], [-3.9637, 2.2034, -0.5982], [-2.6461, 1.7684, -0.4322], [-2.1522, -0.0427, -0.5076], [-2.7468, -0.2953, -2.2420], [-2.0614, 0.4434, -3.2071], [-2.4333, 0.4113, -4.5405], [-3.4993, -0.3850, -4.9465], [-4.1898, -1.1243, -3.9988], [-3.8239, -1.0703, -2.6554], [-3.4751, -0.7330, 0.5700], [-4.0109, -2.0050, 0.3511], [-4.9625, -2.5357, 1.2089], [-5.3793, -1.8181, 2.3259], [-4.8363, -0.5684, 2.5697], [-3.8952, -0.0329, 1.6973], [0.9090, 2.5201, -1.8946], [0.7377, 3.7176, -2.6062], [1.3437, 3.9135, -3.8362], [2.1608, 2.9237, -4.3806], [2.3493, 1.7379, -3.6928], [1.7031, 1.5290, -2.4725], [1.8421, -0.0124, -1.4877], [3.6517, -0.1215, -1.2222], [4.5081, -0.9029, -1.9907], [5.8778, -0.8910, -1.7468], [6.4019, -0.1008, -0.7346], [5.5515, 0.6781, 0.0429], [4.1869, 0.6588, -0.1962], [1.4826, -1.4111, -2.6024], [1.6414, -2.6997, -2.0915], [1.2048, -3.8000, -2.8081], [0.5959, -3.6292, -4.0457], [0.4318, -2.3543, -4.5635], [0.8753, -1.2498, -3.8445], [0.9859, 4.4260, 0.5404], [2.1087, 3.1494, 1.0325], [0.6206, 3.4135, 1.9582], [-1.2132, 4.8221, -0.0032], [-3.5384, 5.5477, -0.2742], [-5.3190, 3.8607, -0.6730], [-4.7510, 1.4736, -0.7585], [-1.2264, 1.0703, -2.9021], [-1.8837, 1.0045, -5.2627], [-3.7908, -0.4217, -5.9893], [-5.0288, -1.7422, -4.2952], [-4.3991, -1.6384, -1.9362], [-3.6497, -2.6047, -0.4735], [-5.3643, -3.5229, 1.0154], [-6.1114, -2.2380, 3.0052], [-5.1269, -0.0090, 3.4505], [-3.4676, 0.9364, 1.9157], [0.1112, 4.5042, -2.1970], [1.1886, 4.8411, -4.3747], [2.6449, 3.0816, -5.3365], [2.9873, 0.9650, -4.1090], [4.1069, -1.5259, -2.7808], [6.5348, -1.5064, -2.3491], [7.4679, -0.0976, -0.5437], [5.9515, 1.2877, 0.8434], [3.5181, 1.2426, 0.4282], [2.0651, -2.8441, -1.1049], [1.3072, -4.7886, -2.3812], [0.2288, -4.4888, -4.5927], [-0.0627, -2.2068, -5.5152], [0.7324, -0.2589, -4.2546], [2.5600, -2.0432, 2.1845], [1.3200, -2.7390, 2.3565], [0.0417, -2.2472, 1.9379], [-0.3603, -0.4270, 2.5873], [-0.8433, -3.2800, 2.3694], [-0.1208, -4.4154, 2.7024], [-0.5160, -5.6920, 3.0204], [0.4720, -6.6342, 3.3669], [1.8085, -6.2812, 3.3848], [2.2145, -4.9752, 3.0484], [1.2384, -4.0608, 2.7132], [2.3546, -0.9729, 2.1518], [3.0804, -2.3413, 1.2643], [3.2219, -2.2426, 3.0318], [-1.6487, -3.3412, 1.7535], [-1.5649, -5.9626, 3.0076], [0.1779, -7.6446, 3.6222], [2.5562, -7.0170, 3.6540], [3.2623, -4.7009, 3.0383], [0.0702, -2.1846, 0.4568], [-1.2309, -2.5413, -0.0910]], "forces_ev_per_angstrom": [[0.031, -0.585, -0.049], [0.221, 0.266, 0.271], [-0.065, -0.553, -0.237], [-0.283, 0.243, 0.024], [-0.064, -0.110, -0.039], [0.010, -0.114, -0.010], [0.066, 0.043, 0.024], [-0.035, -0.109, 0.014], [0.094, 0.012, -0.082], [-0.276, 0.387, 0.039], [-0.052, 0.014, 0.134], [0.129, 0.052, -0.040], [0.003, -0.066, 0.016], [0.020, 0.018, 0.051], [0.065, 0.063, 0.075], [-0.089, -0.099, -0.098], [0.026, -0.129, -0.122], [0.127, -0.069, 0.091], [0.010, 0.063, 0.060], [0.006, -0.027, -0.096], [0.070, 0.004, -0.055], [0.035, 0.074, 0.017], [-0.019, 0.305, -0.180], [0.047, -0.114, 0.036], [0.034, -0.044, -0.007], [-0.035, 0.041, 0.060], [-0.022, -0.057, 0.019], [0.111, -0.140, 0.011], [-0.317, 0.164, -0.132], [0.010, 0.026, 0.178], [0.039, 0.032, -0.047], [-0.048, 0.000, 0.011], [-0.059, 0.016, 0.009], [0.013, -0.054, -0.055], [-0.016, -0.015, 0.034], [-0.036, 0.095, -0.054], [0.012, -0.037, 0.104], [-0.016, 0.039, -0.068], [-0.002, -0.006, 0.040], [0.053, 0.079, 0.096], [0.022, -0.015, -0.067], [0.051, -0.006, 0.067], [-0.030, 0.055, 0.026], [0.029, -0.023, -0.042], [0.013, -0.011, 0.007], [-0.010, 0.000, 0.001], [-0.006, -0.008, -0.010], [0.032, -0.012, 0.001], [-0.026, -0.057, -0.021], [-0.016, -0.007, -0.001], [0.007, -0.001, 0.005], [-0.001, -0.003, -0.010], [0.026, 0.130, -0.172], [0.104, -0.038, 0.153], [0.008, -0.009, 0.003], [0.008, -0.009, -0.009], [0.006, 0.004, -0.013], [0.006, 0.010, -0.001], [0.003, -0.030, 0.013], [0.000, -0.004, -0.004], [0.003, -0.001, 0.002], [-0.010, 0.005, 0.014], [-0.003, -0.003, 0.008], [-0.008, 0.000, 0.000], [-0.004, -0.002, -0.004], [-0.009, -0.002, -0.002], [-0.018, -0.032, -0.009], [-0.030, 0.019, 0.014], [0.004, -0.011, 0.009], [0.010, -0.002, -0.002], [0.003, -0.007, -0.016], [-0.057, 0.012, 0.021], [0.007, 0.056, -0.054], [0.372, 0.056, 0.303], [0.138, -0.316, -0.264], [0.058, 0.282, 0.075], [-0.334, 0.108, 0.196], [0.020, -0.008, -0.156], [-0.006, -0.092, 0.061], [-0.011, 0.158, -0.036], [-0.041, 0.137, -0.037], [-0.002, -0.115, 0.027], [0.060, -0.083, -0.037], [-0.001, -0.016, -0.026], [0.008, 0.028, -0.010], [-0.012, -0.011, 0.009], [0.056, 0.027, -0.129], [0.015, -0.014, -0.003], [-0.007, -0.001, -0.007], [0.008, 0.002, -0.006], [-0.007, -0.025, 0.004], [-0.011, 0.102, 0.181], [-0.211, 0.076, -0.096]], "lowdin_charge": [0.2913, -0.2037, 0.4446, -0.2759, -0.1092, -0.0965, -0.0884, -0.0911, -0.3540, 1.0583, -0.3064, -0.1036, -0.0926, -0.1061, -0.0900, -0.0756, -0.3450, -0.1238, -0.0870, -0.1029, -0.0879, -0.1204, -0.2799, -0.0847, -0.0890, -0.0893, -0.0949, -0.3638, 0.9768, -0.3303, -0.0840, -0.0884, -0.0974, -0.0843, -0.0931, -0.3429, -0.1033, -0.0678, -0.0880, -0.0838, -0.0929, 0.0226, 0.0149, 0.0356, 0.0860, 0.0940, 0.0959, 0.1113, 0.0898, 0.0999, 0.0921, 0.0957, 0.0783, 0.0915, 0.0967, 0.0926, 0.0979, 0.0974, 0.0954, 0.0969, 0.0970, 0.1081, 0.1012, 0.0984, 0.0962, 0.1004, 0.0896, 0.1020, 0.1065, 0.0965, 0.0983, 0.0867, -0.0787, -0.0924, -0.8314, 0.5721, 0.1010, -0.1940, -0.0337, -0.1360, -0.1356, -0.0338, -0.1829, 0.0311, 0.0834, 0.0859, 0.1188, 0.1009, 0.0828, 0.0832, 0.0924, -0.4007, -0.3509]}